Run w
Computed, not measured: a single C5H11N3 molecule, with ωB97M-V with the def2-TZVPD basis set.

Its HOMO-LUMO gap (spin up / spin down) is 0.292 / 0.292 hartree.

The geometry in ORCA input format:
```
! wB97M-V def2-TZVPD RIJCOSX def2/J DEFGRID3
* xyz 0 1
H 0.821 -2.974 0.640
H 0.523 1.307 -2.379
C -0.223 -2.817 0.483
C -1.689 0.667 0.770
H -0.851 1.241 1.045
H -0.359 -3.377 -0.337
H 1.722 2.166 -1.541
H 1.394 2.247 0.575
H -1.881 1.112 -0.188
C -0.540 -1.349 0.167
C 1.304 1.053 -1.653
H 1.011 0.628 1.717
N -1.423 -0.714 0.885
C 1.073 1.180 0.739
H -0.904 -3.160 1.336
H -2.509 0.944 1.329
H 2.133 0.470 -1.925
N 0.383 -0.889 -0.663
N 0.815 0.554 -0.381
*
```

These are the Mulliken partial charges, in e, on atoms 1 to 4: atom 1 (H): 0.317, atom 2 (H): 0.286, atom 3 (C): -1.116, atom 4 (C): -0.834

Run x
Computed, not measured: a single C5H11N3 molecule, with ωB97M-V with the def2-TZVPD basis set.

Its structure (SMILES) is [H]/N=C1\[C@H]([C@H](C)N)[C@H]1N. Its HOMO-LUMO gap is 0.303 hartree.

The geometry in ORCA input format:
```
! wB97M-V def2-TZVPD RIJCOSX def2/J DEFGRID3
* xyz 0 1
C 1.209 -0.238 0.330
C -1.278 -1.129 0.122
H 2.004 1.364 -0.874
H -2.658 1.131 -1.252
H -1.554 0.700 1.449
H -0.332 0.114 -1.402
H 2.798 1.168 0.709
N -2.591 1.322 -0.258
N 1.877 -1.273 -0.375
H 1.079 -0.530 1.374
H 1.401 -2.167 -0.302
H -0.915 -2.936 0.692
H 2.031 -1.049 -1.351
H -2.381 2.309 -0.156
H 1.171 1.882 0.575
N -1.658 -2.250 0.494
C -1.613 0.508 0.382
C -0.442 -0.046 -0.334
C 1.850 1.120 0.177
*
```

These are the Mulliken partial charges, in e, on atoms 1 to 4: atom 1 (C): 0.043, atom 2 (C): 0.285, atom 3 (H): 0.338, atom 4 (H): 0.261

Run y
Computed, not measured: a single C5H11N3 molecule, with ωB97M-V with the def2-TZVPD basis set.

Its structure (SMILES) is CC/N=C\C=C\NN. Its HOMO-LUMO gap is 0.325 hartree.

The geometry in ORCA input format:
```
! wB97M-V def2-TZVPD RIJCOSX def2/J DEFGRID3
* xyz 0 1
H -0.228 -1.076 -0.601
H -1.638 0.099 -1.550
H 0.935 1.121 3.410
H -0.314 0.235 0.660
N -1.121 0.778 3.152
C 1.598 0.510 -1.165
H 0.345 -2.147 -1.984
H 2.470 0.907 -1.688
H -1.942 -1.924 -2.061
C 1.544 0.757 0.297
N 1.186 -0.325 -1.996
H -1.746 1.535 2.718
H -1.298 -0.752 -3.164
H 2.540 1.204 0.784
N 0.222 0.667 2.526
C 0.071 -1.142 -1.724
C 0.486 0.534 1.216
H -1.786 -0.094 3.295
C -1.327 -0.887 -2.124
*
```

These are the Mulliken partial charges, in e, on atoms 1 to 4: atom 1 (H): -0.024, atom 2 (H): 0.239, atom 3 (H): 0.308, atom 4 (H): 0.483

Which of them is the most stable? Correct choice: run x.

Run w
Computed, not measured: a single C5H11N3 molecule, with ωB97M-V with the def2-TZVPD basis set.

Its structure (SMILES) is C=NN[C@@]1(C)C[C@H]1N. Its HOMO-LUMO gap is 0.355 hartree.

The geometry in ORCA input format:
```
! wB97M-V def2-TZVPD RIJCOSX def2/J DEFGRID3
* xyz 0 1
C -1.806 -0.472 0.604
H 1.128 0.746 -1.182
C -1.335 0.453 -0.477
C -0.314 -0.592 0.085
H 0.126 -2.630 -0.002
H -1.818 0.079 1.551
N 1.916 0.105 0.575
H -0.271 2.195 0.520
N 0.586 -0.138 1.032
H -1.576 0.191 -1.502
H 3.103 0.774 -0.942
H -1.668 2.545 -0.316
H -0.888 -2.083 -1.356
H 0.739 -0.986 1.618
H -2.499 -1.207 0.173
C 2.073 0.628 -0.596
H 0.939 -1.593 -1.191
C -0.029 -1.827 -0.741
N -0.907 1.865 -0.267
*
```

These are the Mulliken partial charges, in e, on atoms 1 to 4: atom 1 (C): -0.942, atom 2 (H): 0.349, atom 3 (C): -0.088, atom 4 (C): 0.258

Run x
Computed, not measured: a single C5H11N3 molecule, with ωB97M-V with the def2-TZVPD basis set.

Its structure (SMILES) is C[C@@H](N)C1=NCCN1. Its HOMO-LUMO gap is 0.339 hartree.

The geometry in ORCA input format:
```
! wB97M-V def2-TZVPD RIJCOSX def2/J DEFGRID3
* xyz 0 1
N -0.021 -1.630 1.154
H 1.334 -0.780 0.473
C 0.726 2.140 -0.995
H 2.750 0.944 -1.593
H 0.151 -2.417 0.448
H -1.618 -2.322 -0.270
C -0.304 0.406 -0.053
N -0.349 1.673 -0.300
H 0.543 -1.304 1.853
C 1.758 0.927 -0.759
H -2.794 -1.862 0.950
N 0.896 -0.195 -0.557
H -1.411 0.255 1.398
H -2.548 -0.658 -0.673
C -2.113 -1.402 0.122
H 2.209 1.350 0.413
H 1.365 2.962 -0.290
C -0.973 -0.499 0.707
H 0.400 2.414 -2.026
*
```

These are the Mulliken partial charges, in e, on atoms 1 to 4: atom 1 (N): -0.891, atom 2 (H): 0.349, atom 3 (C): -0.395, atom 4 (H): 0.235

Which of them is the most stable? Correct choice: run w.

Run w
Computed, not measured: C5H11N3 as an isolated structure, with ωB97M-V with the def2-TZVPD basis set.

Its HOMO-LUMO gap is 0.364 hartree.

The geometry in ORCA input format:
```
! wB97M-V def2-TZVPD RIJCOSX def2/J DEFGRID3
* xyz 0 1
H -1.203 -0.259 1.240
N 0.801 -0.046 -0.482
H -2.196 -1.204 0.258
H -1.630 -1.818 -1.315
C -0.652 -0.974 -1.969
H -2.675 0.738 -0.060
H -1.260 -0.502 -2.843
N 0.748 -0.008 1.083
H 0.507 1.913 -1.619
C -1.741 -0.178 0.101
H 2.167 1.558 1.086
H 0.539 -1.433 -2.386
N 2.459 0.168 2.559
C 0.199 1.219 -0.775
C -0.575 0.046 -0.745
H 0.681 -0.960 1.228
C 1.839 0.575 1.488
H -0.132 1.947 0.192
H 2.125 -0.781 2.961
*
```

These are the Mulliken partial charges, in e, on atoms 1 to 4: atom 1 (H): 0.286, atom 2 (N): -0.436, atom 3 (H): 0.494, atom 4 (H): 0.217

Run x
Computed, not measured: a 2-piece molecular cluster, C5H11N3 overall, with ωB97M-V with the def2-TZVPD basis set.

Its structure (SMILES) is C=C(C)N.C=C=NN. Its HOMO-LUMO gap is 0.340 hartree.

The geometry in ORCA input format:
```
! wB97M-V def2-TZVPD RIJCOSX def2/J DEFGRID3
* xyz 0 1
H 1.155 -0.498 1.112
H 3.085 1.733 -0.696
C 0.627 0.387 0.811
H -0.466 -0.631 -0.947
H -0.356 2.607 -0.014
N -1.274 -1.097 -1.362
C -2.082 -2.337 1.910
H 2.192 0.875 -1.952
H -1.736 -0.528 -2.061
H -0.293 0.599 1.329
C 1.092 1.186 -0.149
H 2.821 -0.008 -0.553
N 0.377 2.278 -0.625
H 0.935 3.023 -1.015
C 2.375 0.926 -0.880
N -2.199 -1.558 -0.470
H -2.342 -1.682 2.724
C -2.036 -1.911 0.684
H -1.875 -3.364 2.154
*
```

These are the Mulliken partial charges, in e, on atoms 1 to 4: atom 1 (H): 0.298, atom 2 (H): 0.406, atom 3 (C): -1.375, atom 4 (H): 0.295

Run y
Computed, not measured: a single C5H11N3 molecule, with ωB97M-V with the def2-TZVPD basis set.

Its structure (SMILES) is [H]/N=C(N)\C(C)=C(\C)N. Its HOMO-LUMO gap is 0.332 hartree.

The geometry in ORCA input format:
```
! wB97M-V def2-TZVPD RIJCOSX def2/J DEFGRID3
* xyz 0 1
H 3.310 0.115 0.541
H 1.061 1.935 -0.478
N 2.170 -1.545 -0.604
H -2.620 0.142 -0.574
N 2.371 0.463 0.378
N 0.089 2.025 -0.170
H -2.458 1.872 -0.311
C -0.017 -0.418 0.005
C -0.721 -1.733 0.158
H 1.511 -2.252 -0.934
H -0.923 -2.180 -0.821
H -1.670 -1.639 0.693
H -0.119 -2.435 0.744
C -2.123 0.894 0.046
C -0.553 0.807 -0.070
H -0.404 2.700 -0.751
C 1.554 -0.523 -0.103
H 1.979 0.980 1.160
H -2.436 0.793 1.089
*
```

These are the Mulliken partial charges, in e, on atoms 1 to 4: atom 1 (H): 0.291, atom 2 (H): 0.294, atom 3 (N): -0.838, atom 4 (H): 0.335

Which of them is the most stable? Correct choice: run y.